C3H38NO15 | wB97M-V/def2-TZVPD

- LUMO energy: -0.0905 hartree
- Charge: +1
- Orbital gap: 10.2 eV
- Energy relative to the best compared isomer or geometry (same formula, charge and spin): 87.6 kcal per mole

Each line ends with the Mulliken charge.
Element x y z (Å)
C (0.15438, 1.98940, 0.11904)  0.212
C (-1.20577, 1.53967, -0.39683)  0.189
C (-1.59128, 2.34572, -1.66073)  -0.513
O (-3.06445, 2.49163, -1.47460)  -0.521
N (0.11213, 1.52598, 1.59606)  -0.082
H (0.16508, 3.10128, 0.10498)  0.542
H (0.98638, 1.50304, -0.50177)  -0.360
H (-1.31568, 0.47996, -0.65584)  -0.176
H (-2.08770, 1.68897, 0.25279)  0.216
H (-1.02774, 3.28564, -1.84519)  0.377
H (-1.59947, 1.57417, -2.43431)  0.197
H (-3.41338, 3.06098, -2.19125)  0.303
H (0.44499, 2.05765, 2.48126)  0.439
H (0.85657, 0.75223, 1.77109)  0.218
H (-0.86550, 1.21600, 1.87090)  0.189
H (1.75637, 3.49012, -2.12432)  0.294
H (2.55807, 4.11028, -1.12143)  0.281
O (2.21518, 3.23225, -1.34214)  -0.629
H (4.67757, -0.76261, -2.06407)  0.316
H (3.36352, -1.01938, -2.80902)  0.312
O (3.97632, -1.36972, -2.18660)  -0.665
H (-3.14787, -0.31265, -0.28442)  0.264
H (-4.42736, -1.42741, -0.52831)  0.274
O (-3.89705, -0.83868, 0.01855)  -0.611
H (0.96948, -2.57543, -1.09024)  0.262
H (-0.10831, -2.86004, -2.08408)  0.295
O (0.16759, -3.05180, -1.22070)  -0.665
H (2.07927, 1.23062, -3.56631)  0.258
H (2.70625, 1.25499, -2.10720)  0.309
O (2.51237, 0.74621, -2.84972)  -0.532
H (2.30377, 0.53080, 3.58238)  0.236
H (2.97810, 0.65630, 2.14082)  0.255
O (2.17362, 0.82686, 2.73580)  -0.593
H (-1.46845, -0.82564, 2.35329)  0.457
H (-2.67713, 0.05558, 2.43692)  0.433
O (-1.71955, 0.03333, 2.63718)  -0.827
H (-3.59344, 2.19701, 2.35199)  0.255
H (-4.68073, 1.64084, 1.49436)  0.272
O (-3.72941, 1.42767, 1.82262)  -0.603
H (-0.19967, -0.64184, -4.79738)  0.263
H (-1.37892, -1.46121, -4.66532)  0.272
O (-0.71862, -1.06419, -4.18220)  -0.528
H (1.58384, -3.78073, 1.79681)  0.349
H (0.91989, -2.88901, 2.82376)  0.275
O (1.76603, -2.93708, 2.34354)  -0.735
H (-0.94114, -2.02561, -0.03853)  0.302
H (-2.12822, -2.88262, -0.33139)  0.290
O (-1.70309, -2.38435, 0.46692)  -0.560
H (0.89486, -1.62976, 1.37696)  0.293
H (2.17216, -1.18712, 0.83381)  0.435
O (1.18496, -1.14206, 0.60299)  -0.471
H (4.38209, -1.68741, 1.11169)  0.325
H (3.88479, -0.93597, -0.14291)  0.341
O (3.87616, -0.84961, 0.91875)  -0.710
H (-1.57755, -3.05937, 2.33831)  0.326
H (-2.14315, -1.89693, 3.26075)  0.315
O (-1.41120, -2.54692, 3.05246)  -0.656